65
Properties=species:S:1:pos:R:3:lowdin_spin:R:1 method="wB97M-V/def2-TZVPD" largest_force_ev_per_a=1.4 energy_ev=-221311.41607 e_homo_ev="-2.924 / -3.715" s_squared=0.7545 multiplicity=2 charge=-1 orbital_gap_ev="5.19 / 5.93"
Zr -0.259 -0.076 0.892 0.10
C 1.411 1.449 -2.211 0.00
N 0.105 0.767 -2.118 0.02
C -1.008 1.738 -2.137 0.01
C -1.124 2.635 -0.924 0.00
N -1.658 1.970 0.310 0.00
C -3.098 1.716 0.108 0.00
C -1.403 2.814 1.477 0.00
C -2.421 3.488 2.149 0.00
C -2.148 4.247 3.275 0.00
C -0.843 4.344 3.741 0.00
C 0.171 3.678 3.076 0.00
C -0.087 2.909 1.940 0.00
S 1.230 2.050 1.148 0.00
C -0.006 -0.129 -3.271 0.00
C -0.046 0.450 -4.538 0.00
C -0.049 -0.307 -5.698 0.00
C -0.008 -1.689 -5.598 0.00
C 0.003 -2.280 -4.348 0.00
C -0.003 -1.527 -3.170 0.02
S 0.000 -2.416 -1.649 0.05
H 1.450 2.122 -3.079 0.00
H 2.190 0.694 -2.309 0.00
H 1.598 2.021 -1.306 0.00
H -1.924 1.163 -2.284 0.01
H -0.906 2.421 -2.992 0.00
H -1.820 3.443 -1.179 0.00
H -0.167 3.083 -0.674 0.00
H -3.601 2.642 -0.189 0.00
H -3.533 1.335 1.028 0.00
H -3.218 0.951 -0.655 0.00
H -3.440 3.430 1.799 0.00
H -2.959 4.753 3.785 0.00
H -0.621 4.920 4.631 0.00
H 1.189 3.711 3.442 0.00
H -0.053 1.528 -4.623 0.00
H -0.079 0.181 -6.664 0.00
H -0.009 -2.305 -6.489 0.00
H -0.014 -3.359 -4.259 0.00
Se 1.984 -1.401 0.406 0.01
Te 2.328 -1.022 4.280 0.00
Te 3.715 -0.492 2.034 0.00
Se 0.059 -0.157 3.627 0.01
S -2.674 -1.300 -1.420 0.31
C -1.150 -1.469 -0.668 0.35
C 1.545 -5.623 4.305 0.00
C 0.459 -4.787 3.689 0.00
C 0.251 -4.791 2.318 0.00
C -0.691 -3.952 1.737 0.01
C -1.442 -3.107 2.538 0.01
C -1.264 -3.106 3.920 0.00
C -0.324 -3.945 4.482 0.00
S -2.580 -2.063 1.653 0.04
C -3.879 -1.975 2.874 0.01
O -2.115 -0.552 1.746 0.02
H 1.692 -6.552 3.754 0.00
H 1.322 -5.869 5.344 0.00
H 2.491 -5.077 4.290 0.00
H 0.857 -5.423 1.681 0.00
H -0.821 -3.941 0.660 0.00
H -1.806 -2.420 4.553 0.00
H -0.162 -3.916 5.554 0.00
H -3.560 -1.349 3.704 0.00
H -4.132 -2.982 3.201 0.00
H -4.727 -1.520 2.363 0.00

13
Properties=species:S:1:pos:R:3:lowdin_charge:R:1 method="wB97M-V/def2-TZVPD" smiles="C[C@@]1(C=O)CN1" largest_force_ev_per_a=2.5 energy_ev=-7796.95853 e_homo_ev=-9.965 multiplicity=1 de_lowest_kcal_mol=61.94 orbital_gap_ev=10.62
C 0.003 0.529 -1.529 -0.04
C 0.114 0.016 -0.094 -0.34
C 0.323 1.001 1.002 -0.20
O 0.274 0.645 2.166 0.01
C -0.679 -1.082 0.519 -0.20
N 0.651 -1.504 0.300 0.10
H 0.673 1.382 -1.719 0.08
H 0.268 -0.261 -2.230 0.08
H -1.011 0.876 -1.795 0.08
H 0.446 2.077 0.767 0.13
H -0.824 -0.743 1.549 0.10
H -1.415 -1.577 -0.103 0.12
H 1.176 -1.359 1.166 0.09